H3PS5 | ωB97M-V/def2-TZVPD

XYZ file:
```
9
Properties=species:S:1:pos:R:3
S -1.902 -0.525 -1.732
P -1.860 -1.580 -0.143
S -2.154 -0.404 1.545
H -2.875 -1.274 2.217
S 1.229 1.546 -1.778
S 1.777 -0.067 -0.562
S 2.224 0.759 1.285
H -0.036 0.973 -2.172
H 3.597 0.572 1.340
```

Summary:
LUMO energy, eV: -1.49
Structure (SMILES): S=PS.SSS
Kohn-Sham gap, eV: 7.265
Energy above the lowest of the compared OMol25 structures with the same formula, charge and spin, kJ/mol: 110.24
Net charge: 0
Calculated total energy, eV: -63513.6503
HOMO level, hartree: -0.32191

C17H41N3O8S2 | ωB97M-V/def2-TZVPD

XYZ file:
```
71
Properties=species:S:1:pos:R:3
C -1.936 3.931 -1.096
C -3.058 2.970 -1.374
O -4.219 3.395 -1.434
N -2.609 1.524 -1.681
H -2.084 1.752 -2.628
H -1.660 1.142 -1.140
C -3.618 0.568 -1.861
H -1.877 4.731 -1.945
H -1.009 3.413 -0.618
H -2.167 4.633 -0.440
H -2.993 -0.225 -1.726
H -4.107 0.700 -2.840
H -4.464 0.574 -1.114
C 1.239 1.508 3.901
C 0.442 0.730 2.809
O 0.306 -0.493 2.770
N -0.307 1.611 1.816
H -0.058 2.637 1.631
H -0.238 1.013 0.856
C -1.739 1.766 2.053
H 1.074 2.539 3.779
H 2.164 1.274 3.660
H 0.909 1.074 4.995
H -2.265 0.797 2.007
H -2.273 2.401 1.343
H -1.889 2.348 2.971
C 0.726 -0.782 -3.895
C 1.505 0.342 -3.069
O 2.699 0.036 -2.695
N 0.914 1.684 -2.846
H 0.000 1.763 -3.458
H 0.170 1.091 -2.104
C 1.849 2.782 -2.570
H 0.279 -1.532 -3.072
H 1.224 -1.185 -4.993
H -0.084 -0.216 -4.230
H 2.398 2.947 -3.560
H 2.431 2.807 -1.566
H 1.294 3.608 -2.732
O -0.420 0.675 -0.731
H -0.410 -0.258 -0.508
C -1.347 -3.264 1.831
C -2.447 -4.214 2.389
C -3.679 -3.662 2.388
S -3.732 -2.844 0.869
O -4.570 -1.641 0.896
O -3.892 -3.822 -0.111
C -2.061 -2.306 0.843
H -0.364 -3.755 1.304
H -0.908 -2.606 2.629
H -1.868 -4.477 3.282
H -2.351 -5.083 1.807
H -4.023 -2.997 3.215
H -4.611 -4.444 2.365
H -1.955 -1.147 1.000
H -1.739 -2.511 -0.083
C 4.129 -0.274 1.268
C 3.055 -1.001 0.525
C 3.620 -1.993 -0.257
S 5.270 -1.385 -0.639
O 5.329 -1.075 -2.060
O 6.210 -2.305 -0.079
C 5.109 0.175 0.255
H 4.573 -0.906 2.193
H 3.666 0.749 1.598
H 2.288 -0.148 -0.157
H 2.480 -1.499 1.204
H 3.301 -2.184 -1.263
H 3.665 -2.807 0.182
H 4.709 0.783 -0.584
H 5.998 0.570 0.525
```

Summary:
LUMO energy, eV: -6.71
Kohn-Sham gap, eV: 7.527
Energy above the lowest of the compared OMol25 structures with the same formula, charge and spin, kJ/mol: 297.91
Net charge: +2
Calculated total energy, eV: -60786.9599
HOMO level, hartree: -0.52315

C4H7NO | ωB97M-V/def2-TZVPD

XYZ file:
```
13
Properties=species:S:1:pos:R:3
C 1.505 0.421 0.154
C -0.077 -1.110 0.391
C -1.345 -0.291 0.635
C -0.996 0.653 -0.481
O -1.461 1.577 -1.073
N 0.332 -0.043 -0.708
H 2.190 -0.412 0.381
H 1.988 1.209 -0.403
H 1.155 0.778 1.135
H -0.219 -2.073 -0.077
H -2.277 -0.827 0.466
H -1.417 0.250 1.593
H 0.541 -0.201 -1.714
```

Summary:
LUMO energy, eV: 0.70
Kohn-Sham gap, eV: 7.350
Energy above the lowest of the compared OMol25 structures with the same formula, charge and spin, kJ/mol: 484.57
Net charge: 0
Calculated total energy, eV: -7794.6221
HOMO level, hartree: -0.24435

C2HClO2S | ωB97M-V/def2-TZVPD

XYZ file:
```
7
Properties=species:S:1:pos:R:3
O -1.577 -0.370 -1.321
C -1.216 0.134 -0.274
C 0.008 0.381 0.207
O 0.596 1.286 0.750
S 1.283 -1.315 -0.314
Cl 2.932 -0.528 0.419
H -2.026 0.413 0.534
```

Summary:
LUMO energy, eV: -2.02
Structure (SMILES): O=CC(=O)SCl
Kohn-Sham gap, eV: 7.386
Energy above the lowest of the compared OMol25 structures with the same formula, charge and spin, kJ/mol: 142.28
Net charge: 0
Calculated total energy, eV: -29540.2499
HOMO level, hartree: -0.34562

C7H12 | ωB97M-V/def2-TZVPD

XYZ file:
```
19
Properties=species:S:1:pos:R:3
C 1.806 -1.798 0.697
C 1.134 -0.567 0.173
C 0.036 -0.516 -0.910
C -0.772 0.515 -0.097
C -1.201 1.876 -0.581
C -2.237 0.847 -0.214
C 0.190 0.297 1.080
H 2.483 -2.141 -0.085
H 1.099 -2.581 0.974
H 2.409 -1.549 1.585
H 1.984 0.117 -0.170
H 0.413 -0.188 -1.879
H -0.488 -1.473 -0.993
H -1.054 2.114 -1.632
H -1.065 2.726 0.087
H -2.806 0.394 -1.027
H -2.824 1.012 0.688
H -0.071 0.247 2.142
H 1.017 0.952 0.957
```

Summary:
LUMO energy, eV: 1.14
Structure (SMILES): CC1CC2(CC2)C1
Kohn-Sham gap, eV: 10.130
Energy above the lowest of the compared OMol25 structures with the same formula, charge and spin, kJ/mol: 260.73
Net charge: 0
Calculated total energy, eV: -7450.7291
HOMO level, hartree: -0.33019

C10H7MnN2O5 | ωB97M-V/def2-TZVPD

XYZ file:
```
25
Properties=species:S:1:pos:R:3
O 5.206 0.555 -2.710
C 4.065 0.573 -2.839
Mn -0.540 1.354 -1.035
O 1.121 3.056 0.530
C 0.281 2.495 -0.055
C -2.494 1.721 -0.987
O -3.441 1.964 -0.242
C -2.542 1.437 -2.366
O -2.791 0.759 -3.297
C -0.295 2.608 -2.384
O -0.001 3.280 -3.307
H 0.955 1.157 -1.536
N 0.148 -3.127 2.945
C 0.089 -2.137 2.019
C 1.204 -1.309 1.757
C 1.058 -0.258 0.883
N -0.137 -0.020 0.271
C -1.182 -0.866 0.409
C -1.105 -1.926 1.285
H 0.987 -3.273 3.505
H -0.666 -3.679 3.144
H 2.181 -1.496 2.209
H 1.904 0.384 0.619
H -2.056 -0.659 -0.218
H -1.951 -2.594 1.397
```

Summary:
LUMO energy (alpha / beta), eV: -16.06 / -16.37
Kohn-Sham gap (alpha / beta), eV: 4.413 / 4.350
Energy above the lowest of the compared OMol25 structures with the same formula, charge and spin, kJ/mol: 0.00
Spin multiplicity: 4
Net charge: +3
Calculated total energy, eV: -54979.7082
HOMO level (alpha / beta), hartree: -0.75235 / -0.76146

CH2O4P | ωB97M-V/def2-TZVPD

XYZ file:
```
8
Properties=species:S:1:pos:R:3
O -2.185 0.056 -0.574
C -1.535 -0.044 0.433
O -0.268 0.002 0.521
P 1.306 -0.010 -0.365
O 1.847 1.276 0.147
O 2.010 -1.320 -0.031
H -1.995 -0.115 1.487
H 0.822 0.154 -1.618
```

Summary:
LUMO energy, eV: 4.09
Structure (SMILES): O=CO[P@@H](=O)[O-]
Kohn-Sham gap, eV: 9.612
Energy above the lowest of the compared OMol25 structures with the same formula, charge and spin, kJ/mol: 10.30
Net charge: -1
Calculated total energy, eV: -18551.9129
HOMO level, hartree: -0.20305

H2N2O3 | ωB97M-V/def2-TZVPD

XYZ file:
```
7
Properties=species:S:1:pos:R:3
O 0.869 -0.573 -1.725
N 0.361 -0.737 -0.546
O 0.675 -1.446 0.287
N -0.356 0.445 -0.288
O -0.480 0.571 1.283
H -1.380 0.419 -0.725
H 0.312 1.321 1.713
```

Summary:
LUMO energy, eV: -0.12
Structure (SMILES): O=[N+]([O-])NO
Kohn-Sham gap, eV: 10.632
Energy above the lowest of the compared OMol25 structures with the same formula, charge and spin, kJ/mol: 223.36
Net charge: 0
Calculated total energy, eV: -9147.9236
HOMO level, hartree: -0.39514

C7H16OSi | ωB97M-V/def2-TZVPD

XYZ file:
```
25
Properties=species:S:1:pos:R:3
C -1.353 0.176 -1.677
C -0.609 -0.467 -0.494
C -1.960 0.236 -0.287
C -3.199 -0.520 0.030
C 1.472 1.864 -0.155
C 2.312 -1.144 -0.695
C 1.017 -0.401 2.138
O -1.870 1.407 0.571
Si 1.036 -0.018 0.216
H -1.032 1.047 -2.110
H -1.963 -0.409 -2.318
H -0.718 -1.838 -0.511
H -3.245 -1.146 0.999
H -3.584 -1.253 -0.786
H -4.013 0.056 0.120
H 2.330 2.177 0.546
H 1.654 1.940 -1.260
H 0.652 2.532 0.065
H 2.772 -0.615 -1.403
H 3.046 -1.635 0.102
H 1.833 -2.007 -1.057
H 2.076 0.021 2.506
H 0.193 0.119 2.584
H 0.981 -1.459 2.278
H -0.942 1.720 0.332
```

Summary:
LUMO energy, eV: 0.80
Kohn-Sham gap, eV: 9.919
Energy above the lowest of the compared OMol25 structures with the same formula, charge and spin, kJ/mol: 346.61
Net charge: 0
Calculated total energy, eV: -17441.2664
HOMO level, hartree: -0.33524

C6H22NO4S | ωB97M-V/def2-TZVPD

XYZ file:
```
34
Properties=species:S:1:pos:R:3
C 1.782 -1.126 -0.804
C 2.413 -2.291 0.028
S 1.184 -3.555 0.280
C 1.030 -0.161 0.023
N -0.100 0.242 -0.830
C -0.760 1.390 -0.266
C -1.390 2.119 -1.479
C -1.127 -0.853 -1.068
H 2.595 -0.621 -1.279
H 1.167 -1.528 -1.683
H 2.811 -2.075 0.987
H 3.301 -2.582 -0.504
H 0.648 -0.503 0.928
H 1.646 0.552 0.411
H -0.244 2.121 0.348
H -1.548 1.155 0.394
H -0.981 1.781 -2.359
H -2.456 1.919 -1.565
H -1.144 3.150 -1.753
H -0.773 -1.776 -0.540
H -2.177 -0.587 -0.617
H -1.396 -1.091 -2.028
H -0.505 -2.424 1.621
H -1.915 -3.072 1.889
O -1.285 -2.387 2.215
H -1.571 3.454 2.035
H -1.448 1.968 2.340
O -1.751 2.762 2.690
H 1.101 1.127 -2.544
H 2.614 1.038 -2.441
O 1.831 1.626 -2.790
H -0.229 0.574 3.331
H -0.920 -0.559 2.560
O -0.401 0.211 2.470
```

Summary:
LUMO energy, eV: 3.07
Kohn-Sham gap, eV: 6.038
Energy above the lowest of the compared OMol25 structures with the same formula, charge and spin, kJ/mol: 100.58
Net charge: -1
Calculated total energy, eV: -27093.3547
HOMO level, hartree: -0.10915

C36H41MgN10P2S | ωB97M-V/def2-TZVPD

XYZ file:
```
91
Properties=species:S:1:pos:R:3
Mg -0.087 -1.574 0.471
N 2.818 -2.666 -0.198
P 2.317 -1.044 -0.262
C 3.760 -0.219 0.444
C 4.709 0.400 -0.364
C 5.872 0.907 0.204
C 6.082 0.804 1.571
C 5.124 0.203 2.384
C 3.964 -0.306 1.823
C 2.217 -0.590 -2.007
C 1.250 0.337 -2.395
C 1.141 0.706 -3.730
C 1.985 0.145 -4.677
C 2.942 -0.788 -4.295
C 3.060 -1.156 -2.966
C 1.995 -3.754 0.030
C 2.524 -5.046 -0.051
C 1.706 -6.118 0.208
C 0.368 -5.897 0.545
C -0.078 -4.607 0.598
N 0.710 -3.529 0.344
H 3.799 -2.882 -0.307
H 4.556 0.476 -1.433
H 6.620 1.371 -0.426
H 6.995 1.186 2.008
H 5.292 0.117 3.449
H 3.231 -0.793 2.457
H 0.587 0.782 -1.661
H 0.392 1.426 -4.033
H 1.895 0.427 -5.717
H 3.595 -1.229 -5.037
H 3.804 -1.890 -2.680
H 3.564 -5.184 -0.313
H 2.099 -7.124 0.149
H -0.303 -6.715 0.759
H -1.104 -4.388 0.860
N -8.957 -5.522 -3.938
C -8.123 -5.091 -3.279
C -7.079 -4.547 -2.453
C -6.265 -3.532 -2.950
C -5.266 -2.998 -2.155
C -5.082 -3.496 -0.874
C -5.882 -4.509 -0.369
C -6.889 -5.031 -1.161
N -4.034 -2.954 -0.052
C -4.056 -2.820 1.317
C -2.860 -2.281 1.667
N -2.098 -2.084 0.530
C -2.841 -2.509 -0.481
H -6.426 -3.158 -3.951
H -4.660 -2.183 -2.528
H -5.713 -4.910 0.622
H -7.522 -5.823 -0.786
H -4.915 -3.091 1.905
H -2.507 -2.019 2.652
H -2.549 -2.530 -1.518
S -1.075 1.093 0.487
C -2.762 1.355 0.429
N -3.668 0.848 1.258
C -5.025 1.340 0.988
C -4.825 2.143 -0.315
N -3.362 2.155 -0.454
H -3.403 0.346 2.086
H -5.376 1.967 1.806
H -5.717 0.511 0.862
H -5.211 3.155 -0.234
H -5.289 1.660 -1.174
H -2.891 2.425 -1.300
C 2.827 5.896 0.529
N 1.375 5.559 0.917
C 1.237 5.756 2.437
N 2.192 4.975 3.132
C 3.547 5.326 2.709
N 3.739 5.110 1.275
C 3.700 3.690 0.917
P 2.084 2.854 1.313
C 1.009 4.158 0.517
C 1.935 3.536 3.041
H 2.956 6.956 0.745
H 2.920 5.719 -0.542
H 0.754 6.218 0.446
H 0.217 5.478 2.701
H 1.394 6.819 2.618
H 4.263 4.721 3.262
H 3.730 6.376 2.938
H 4.495 3.171 1.455
H 3.919 3.577 -0.147
H -0.032 3.987 0.795
H 1.084 4.089 -0.570
H 2.648 3.015 3.683
H 0.938 3.319 3.432
```

Summary:
LUMO energy, eV: -7.03
Kohn-Sham gap, eV: 8.455
Energy above the lowest of the compared OMol25 structures with the same formula, charge and spin, kJ/mol: 52.29
Net charge: +3
Calculated total energy, eV: -87737.1541
HOMO level, hartree: -0.56906

C28H35N3O2PtSSi | ωB97M-V/def2-TZVPD

XYZ file:
```
71
Properties=species:S:1:pos:R:3
Pt -0.139 -0.761 0.204
C 4.336 -1.183 -1.163
Si 3.035 -1.398 0.225
C 2.198 -3.081 0.053
C 4.076 -1.530 1.827
N 1.887 -0.133 0.112
C 2.195 1.189 0.242
C 3.460 1.623 0.702
C 3.825 2.955 0.809
C 2.927 3.956 0.488
C 1.658 3.584 0.052
C 1.298 2.256 -0.078
O 0.071 1.916 -0.607
C -0.998 2.735 -0.405
C -1.630 2.755 0.831
C -2.768 3.532 1.002
C -3.268 4.281 -0.055
C -2.634 4.254 -1.288
C -1.493 3.479 -1.467
H 5.142 -1.921 -1.106
H 4.786 -0.190 -1.092
H 3.866 -1.263 -2.146
H 2.870 -3.913 0.295
H 1.810 -3.218 -0.957
H 1.343 -3.113 0.731
H 4.472 -2.541 1.951
H 3.461 -1.301 2.701
H 4.926 -0.842 1.825
H 4.173 0.864 0.999
H 4.823 3.203 1.156
H 3.189 5.004 0.569
H 0.935 4.344 -0.218
H -1.240 2.141 1.635
H -3.275 3.532 1.959
H -4.161 4.882 0.083
H -3.016 4.841 -2.115
H -0.982 3.440 -2.420
C -5.939 -1.206 0.418
C -5.087 0.046 0.651
N -4.281 -0.025 1.848
C -4.904 0.363 3.090
C -4.858 1.870 3.351
C -2.917 -0.353 1.844
S -2.398 -1.262 0.434
N -2.278 -0.059 2.929
C -0.928 -0.140 3.168
O -0.013 -0.199 2.267
C -0.543 -0.039 4.548
C -1.464 -0.039 5.632
C -1.027 0.049 6.936
C 0.337 0.134 7.245
C 1.260 0.135 6.188
C 0.840 0.051 4.881
H -6.591 -1.064 -0.450
H -6.565 -1.412 1.290
H -5.286 -2.058 0.239
H -5.748 0.920 0.721
H -4.416 0.182 -0.195
H -4.364 -0.136 3.893
H -5.944 0.012 3.086
H -3.814 2.177 3.413
H -5.363 2.112 4.290
H -5.342 2.428 2.545
H -2.522 -0.115 5.418
H -1.751 0.049 7.747
H 0.670 0.195 8.275
H 2.322 0.200 6.406
H 1.554 0.058 4.067
C -0.157 -1.286 -1.682
H 0.395 -0.753 -2.459
H -0.765 -2.102 -2.080
```

Summary:
LUMO energy (alpha / beta), eV: 4.69 / 4.65
Kohn-Sham gap (alpha / beta), eV: 3.522 / 5.925
Energy above the lowest of the compared OMol25 structures with the same formula, charge and spin, kJ/mol: 0.00
Spin multiplicity: 3
Net charge: -2
Calculated total energy, eV: -60129.7865
HOMO level (alpha / beta), hartree: 0.04275 / -0.04687